# C15H22O5

C15H22O5 in the gas phase at a distorted geometry (ωB97M-V/def2-TZVPD, the OMol25 dataset).

Its SMILES is COC(C[C@@H]1O[C@@H]1[C@@H](O)COCc1ccccc1)OC. The total energy comes out at -26132.54853 eV. For the LUMO energy, the calculation gives 0.4 eV. The value obtained for the relative energy (zero: lowest compared OMol25 entry of this formula, charge and spin) is 419.3 kcal/mol.

Geometry as XYZ:
```
42
C15H22O5, DFT ωB97M-V/def2-TZVPD
C -4.8939 -0.3322 1.1121
O -3.4138 -0.5567 1.1657
C -2.7668 -0.7431 -0.0201
C -2.7105 0.5700 -0.7702
C -2.2654 1.9082 0.1456
O -1.6609 3.0787 -0.4289
C -0.8826 2.1385 0.0784
C 0.2839 1.1893 -0.8235
O -0.0982 1.4616 -2.1963
C 1.6689 2.0893 -0.4062
O 2.0251 1.9771 0.7812
C 2.1882 0.6819 1.6062
C 3.2938 -0.2863 0.7763
C 2.9070 -1.4625 0.3850
C 3.9749 -2.0558 -0.4599
C 5.0851 -1.5870 -0.5741
C 5.3860 -0.3542 -0.3725
C 4.3921 0.4953 0.5803
O -3.2846 -1.8504 -1.0348
C -3.2229 -3.0896 -0.3754
H -4.9409 0.7340 0.8913
H -5.3587 -0.7310 2.1026
H -5.5060 -0.7941 0.4119
H -1.9312 -0.8626 0.4603
H -2.1109 0.4903 -1.3645
H -3.7654 0.9229 -1.0979
H -2.7603 1.8944 0.8577
H -0.4033 2.3734 1.1105
H 0.2832 0.1690 -0.5172
H -0.4975 2.3726 -2.1603
H 2.4198 1.4503 -1.0038
H 1.6273 3.1691 -0.7726
H 1.3480 0.3295 1.5564
H 2.5614 0.9005 2.5938
H 1.9824 -2.0089 0.5284
H 3.7011 -3.1406 -0.7250
H 5.8331 -2.0507 -1.4834
H 6.3389 0.1174 -0.3380
H 4.7423 1.5183 0.8012
H -3.7552 -3.2751 0.7028
H -2.1299 -3.2426 -0.4455
H -3.6835 -3.6082 -1.2774
```

Atom charges from the Mulliken analysis, given in e for atoms 1 to 4: C -0.761; O -0.483; C 0.228; C -1.910